Entry 1:
Computed, not measured: a cluster of 11 separate species, C44H66O33 in total at a distorted geometry, with ωB97M-V with the def2-TZVPD basis set.

Properties
SMILES string	C[C@H]1COC(=O)O1.C[C@H]1COC(=O)O1.C[C@H]1COC(=O)O1.C[C@H]1COC(=O)O1.C[C@H]1COC(=O)O1.C[C@H]1COC(=O)O1.C[C@H]1COC(=O)O1.C[C@H]1COC(=O)O1.C[C@H]1COC(=O)O1.C[C@H]1COC(=O)O1.C[C@H]1COC(=O)O1
LUMO energy	-0.05	eV
HOMO-LUMO gap	10.09	eV
charge	0

Cartesian coordinates (Å):
C -3.255905 -2.083590 2.164944
C -3.603665 -3.524140 2.474854
C -2.519645 -4.420970 2.961604
O -2.757875 -4.780650 4.229704
C -3.970635 -4.268580 4.651404
O -4.595475 -4.632070 5.611614
O -4.482415 -3.415030 3.617154
H -3.067985 -1.424290 3.012354
H -4.054495 -1.611750 1.592464
H -2.319365 -2.030810 1.609794
H -3.924315 -3.969970 1.533304
H -1.675015 -3.735360 3.029664
H -2.218495 -5.242690 2.311844
C 1.107295 -6.350500 2.389924
C 2.547505 -6.012120 1.969474
C 2.788725 -4.515120 1.739074
O 3.754845 -4.134240 2.697264
C 4.010105 -5.158430 3.568984
O 4.820675 -5.042300 4.489064
O 3.376985 -6.284840 3.100874
H 0.538645 -5.882180 1.586544
H 0.835465 -5.795210 3.287614
H 0.777995 -7.386120 2.474604
H 3.055905 -6.560150 1.176194
H 1.934765 -3.918570 2.059944
H 3.050375 -4.239680 0.717424
C 6.411245 -1.163150 1.287234
C 5.560655 -1.548390 0.165744
C 5.354555 -0.699800 -1.165476
O 5.201975 -1.738950 -2.161316
C 5.794015 -2.907270 -1.735126
O 5.740135 -3.994070 -2.341846
O 6.068695 -2.808080 -0.340546
H 7.307865 -0.786270 0.795174
H 6.852065 -1.867570 1.992624
H 6.021215 -0.300250 1.827034
H 4.616755 -1.720050 0.683134
H 6.138955 0.044500 -1.302726
H 4.466115 -0.071400 -1.103116
C 5.894305 4.271110 0.534574
C 4.527185 3.663650 0.480714
C 3.385235 4.502430 -0.061826
O 3.318925 4.054390 -1.340466
C 3.880505 2.818070 -1.505716
O 3.611835 1.869790 -2.301466
O 4.722865 2.692290 -0.480916
H 6.705765 3.777340 -0.000056
H 6.321875 4.289980 1.537044
H 5.881295 5.258640 0.073364
H 4.340655 3.348490 1.507354
H 3.600705 5.570380 -0.027766
H 2.448185 4.436800 0.491114
C -1.406935 6.915940 -2.385206
C -0.754315 5.525090 -2.292476
C -0.089225 5.134590 -0.966696
O -0.178845 3.753960 -1.133916
C -1.205955 3.422470 -2.029036
O -1.728855 2.290240 -2.045466
O -1.690515 4.571190 -2.482116
H -2.394955 6.968540 -1.927866
H -1.555655 7.142740 -3.440926
H -0.637025 7.566490 -1.970346
H 0.039655 5.612530 -3.034156
H -0.744285 5.646340 -0.261636
H 0.928235 5.491360 -0.806706
C -0.635785 0.352540 0.635404
C -0.243545 -0.386800 -0.694296
C 0.759255 0.311700 -1.604416
O 1.836195 -0.572660 -1.739036
C 1.668375 -1.575620 -0.919626
O 2.480895 -2.429390 -0.691416
O 0.411745 -1.515900 -0.286636
H -1.457215 -0.129470 1.165504
H -0.952475 1.380950 0.461664
H 0.216385 0.602450 1.267424
H -1.175915 -0.620790 -1.208146
H 1.200345 1.248260 -1.263256
H 0.466565 0.390640 -2.651416
C -5.042955 0.639190 0.599074
C -4.894735 1.735240 -0.464366
C -6.103285 1.998780 -1.383326
O -6.326175 3.344330 -1.469856
C -5.409745 4.026830 -0.706456
O -5.299095 5.268270 -0.657586
O -4.643245 3.031100 -0.049796
H -4.137835 0.553080 1.200274
H -5.391205 -0.248430 0.070914
H -5.903475 0.697030 1.265594
H -3.996375 1.498240 -1.034356
H -6.897325 1.446730 -0.880496
H -6.069985 1.662990 -2.419776
C -1.883135 4.102760 1.513534
C -2.500425 5.391200 2.071084
C -2.057585 5.955500 3.431884
O -1.525265 7.193280 3.200744
C -1.519245 7.414570 1.902514
O -1.389655 8.518990 1.377364
O -2.098515 6.438510 1.237904
H -2.528305 3.839650 0.675304
H -2.128285 3.232810 2.122784
H -0.830635 4.198290 1.246694
H -3.547425 5.106850 1.966014
H -1.508355 5.282380 4.090174
H -2.986585 6.027310 3.997474
C -0.569695 -1.706530 -5.434716
C 0.838805 -2.286860 -5.439966
C 0.819805 -3.775380 -5.651926
O 1.549015 -3.762100 -6.810516
C 2.052195 -2.589360 -7.143456
O 2.901955 -2.481250 -8.040836
O 1.709935 -1.610090 -6.306976
H -0.344285 -0.661620 -5.221526
H -1.179645 -2.161570 -4.654316
H -0.963765 -1.625370 -6.447736
H 1.198675 -2.137720 -4.421946
H -0.198235 -4.148360 -5.764146
H 1.293275 -4.368540 -4.869576
C -7.177195 -2.045520 -2.619486
C -6.125565 -3.162950 -2.385076
C -5.446755 -3.612200 -3.621756
O -4.151885 -3.704730 -3.272486
C -3.879305 -2.951640 -2.100806
O -2.780765 -2.730550 -1.561766
O -5.070955 -2.529860 -1.644886
H -8.027925 -1.893440 -1.955246
H -7.653065 -2.329980 -3.557956
H -6.688575 -1.089350 -2.806816
H -6.653375 -3.956320 -1.855856
H -5.458345 -2.818910 -4.369186
H -5.862725 -4.480080 -4.133486
C 4.832165 -0.959400 5.310314
C 3.842535 -1.041750 4.165144
C 2.336915 -1.135050 4.489364
O 1.766485 -0.374090 3.418274
C 2.588365 0.387120 2.814764
O 2.345705 1.221400 1.994324
O 3.879545 0.124270 3.231914
H 4.867615 -1.935430 5.794254
H 4.395315 -0.332400 6.087574
H 5.841445 -0.665440 5.022144
H 4.097625 -1.948720 3.617014
H 2.229985 -0.583950 5.423694
H 1.979785 -2.162410 4.560694

Cartesian forces (eV/Å) of the 6 atoms listed first:
0.82 0.41 -0.59
-0.49 1.39 0.14
3.25 2.05 -1.83
-2.39 -0.73 3.50
-1.65 -0.94 -1.16
1.47 1.26 -1.31

***

Entry 2:
Computed, not measured: a structure of composition C44H68BHfN6S3 at a distorted geometry, with ωB97M-V with the def2-TZVPD basis set.

Properties
LUMO energy	-9.00	eV
HOMO-LUMO gap	7.45	eV
charge	+3

Cartesian coordinates (Å):
Hf -1.306237 1.646075 -1.164255
C 2.019922 3.446256 2.648690
C 2.230160 2.040663 2.165700
C 3.426010 1.394897 2.289461
C 3.612701 0.084525 1.782316
N 2.597855 -0.569853 1.281185
N 1.404568 0.047751 1.204840
B 0.379246 -1.045897 0.935691
N -1.132977 -0.881492 1.120876
N -0.490252 -1.533857 2.107047
C -1.091067 -2.052785 3.146856
C -2.509781 -1.956067 3.109414
C -3.190133 -1.363560 2.085173
C -4.681964 -1.308485 2.052434
C -2.430283 -0.754384 1.012126
S -3.180584 0.084366 -0.287975
C -0.313772 -2.670418 4.276168
C -0.670863 -4.167019 4.337165
C -0.754731 -1.968100 5.575953
C 1.187209 -2.476877 4.066137
N 0.816635 -2.064463 -0.094793
N 1.215924 -3.238257 0.428656
C 1.677590 -4.142060 -0.400615
C 1.690553 -3.893768 -1.797534
C 1.291663 -2.700778 -2.319118
C 1.319121 -2.406901 -3.789392
C 0.856150 -1.729744 -1.382324
S 0.503719 -0.121424 -1.933615
C 2.187888 -5.461582 0.150587
C 2.262801 -5.439784 1.674485
C 1.227337 -6.570660 -0.308964
C 3.594608 -5.717861 -0.418903
C 1.180411 1.325477 1.533310
S -0.325159 2.139544 1.222694
C 4.952058 -0.626584 1.858829
C 4.953698 -1.879599 0.981690
C 6.069344 0.323364 1.401793
C 5.166978 -1.024391 3.329746
H 2.888993 3.793472 3.203708
H 1.140861 3.513481 3.290580
H 1.855176 4.121749 1.806149
H 4.252536 1.897541 2.778116
H -3.068243 -2.379081 3.934157
H -5.115329 -1.801016 2.918941
H -5.057878 -1.791115 1.146979
H -5.024476 -0.271679 2.021107
H -1.743322 -4.328326 4.465796
H -0.165730 -4.611830 5.195226
H -0.346063 -4.692261 3.436981
H -1.799216 -2.169653 5.821660
H -0.608453 -0.886039 5.523419
H -0.146777 -2.350447 6.396779
H 1.524961 -2.897554 3.117215
H 1.722961 -2.982768 4.870540
H 1.458939 -1.415346 4.105545
H 2.030233 -4.674792 -2.467297
H 1.612227 -3.290396 -4.351785
H 2.028317 -1.604657 -4.008137
H 0.339180 -2.074788 -4.137630
H 1.275621 -5.315735 2.121588
H 2.910835 -4.635517 2.033714
H 2.674750 -6.387436 2.022085
H 0.214038 -6.397973 0.062486
H 1.571903 -7.529326 0.081290
H 1.188115 -6.654215 -1.397710
H 4.275419 -4.892691 -0.193938
H 3.585170 -5.876413 -1.498756
H 4.002552 -6.621880 0.034794
H 4.770710 -1.632284 -0.068014
H 4.194477 -2.595013 1.306037
H 5.930929 -2.358896 1.051726
H 5.889723 0.699911 0.391579
H 7.015538 -0.218884 1.391039
H 6.197832 1.173706 2.074358
H 4.391801 -1.719096 3.665915
H 5.167043 -0.154057 3.991924
H 6.134805 -1.517400 3.433415
C -3.442539 2.896057 -1.758493
C -2.703034 2.587450 -2.932583
C -1.420678 3.232770 -2.804831
C -1.468545 3.960903 -1.556092
C -2.713382 3.791107 -0.935231
C -3.248587 4.486828 0.299898
C -2.173917 5.361517 0.945634
C -3.799122 3.479045 1.316817
C -4.406153 5.381171 -0.183829
C -0.209044 3.512857 -3.731479
C -0.525427 4.804119 -4.498579
C 0.178813 2.411653 -4.722573
C 1.031931 3.744138 -2.843368
C -3.295592 1.681403 -4.018948
C -4.713640 1.243867 -3.625650
C -2.467446 0.398945 -4.189296
C -3.418872 2.464844 -5.332723
H -4.469197 2.614084 -1.584715
H -0.743970 4.700779 -1.258235
H -1.301717 4.784308 1.263179
H -2.588436 5.852405 1.827250
H -1.841280 6.148183 0.263237
H -3.032008 2.783150 1.664778
H -4.626021 2.900532 0.896802
H -4.176937 4.014307 2.189460
H -4.062999 6.109051 -0.923090
H -4.817881 5.930074 0.664619
H -5.214896 4.795877 -0.628404
H -1.370781 4.666125 -5.174960
H 0.341158 5.100371 -5.094540
H -0.766027 5.622582 -3.816118
H -0.597816 2.187641 -5.445625
H 0.474710 1.487229 -4.219717
H 1.044819 2.757313 -5.289133
H 1.002979 4.691541 -2.305473
H 1.928605 3.752492 -3.462706
H 1.173784 2.939080 -2.105835
H -4.736844 0.660842 -2.700721
H -5.111555 0.609632 -4.417559
H -5.389955 2.095276 -3.522960
H -2.345499 -0.129766 -3.234183
H -1.485681 0.571043 -4.620217
H -3.000151 -0.298749 -4.838602
H -4.051972 3.344345 -5.192434
H -3.890034 1.832500 -6.088099
H -2.465648 2.801546 -5.727789

Cartesian forces (eV/Å) of the 6 atoms listed first:
0.19 -1.68 1.29
0.06 -0.08 -0.04
-0.04 0.29 0.05
0.14 -0.02 0.08
0.07 -0.03 0.02
0.05 0.01 0.09

***

Ordered energy relative to the best compared isomer or geometry (same formula, charge and spin) results: 9.6639, 0.0000; unit eV.
Ordered electronic energy results: -114260.943, -90142.464; unit eV.